C18H14N3NaO7P2 | wB97M-V/def2-TZVPD

## Properties
HOMO-LUMO gap: 0.199 Eh
Lowest unoccupied orbital energy: 4.083 eV
HOMO level: -1.3 eV
2S+1: 1
E_tot: -60701.6632 eV
Charge: -2

Positions of all 45 atoms, in Å:
Na (-1.6284, 0.0211, -0.0834)
C (-0.5479, -0.0295, 4.4128)
C (-0.9545, -0.0020, 3.0668)
N (-0.1099, 0.0042, 2.0637)
C (1.2280, -0.0023, 2.3076)
C (1.7303, -0.0125, 3.6292)
C (0.7891, -0.0355, 4.6802)
C (3.1337, 0.0116, 3.8739)
C (3.9700, 0.0613, 2.7981)
C (3.5060, 0.0681, 1.4640)
C (2.1357, 0.0172, 1.1378)
N (1.5207, -0.0027, -0.0486)
C (2.0616, -0.0197, -1.2801)
C (3.4005, -0.0699, -1.6992)
C (3.7658, -0.0680, -3.0659)
C (2.8503, -0.0226, -4.0747)
C (1.4692, 0.0048, -3.7282)
C (0.4469, 0.0248, -4.7044)
C (-0.8648, 0.0247, -4.3336)
C (-1.1654, 0.0058, -2.9571)
N (-0.2408, -0.0014, -2.0274)
C (1.0731, 0.0004, -2.3760)
H (-1.2871, -0.0394, 5.2040)
H (-2.0145, 0.0242, 2.8185)
H (1.1528, -0.0506, 5.7025)
H (3.5071, 0.0032, 4.8928)
H (5.0424, 0.0970, 2.9657)
H (4.2448, 0.1227, 0.6912)
H (4.1941, -0.1222, -0.9822)
H (4.8221, -0.1046, -3.3119)
H (3.1455, -0.0194, -5.1181)
H (0.7292, 0.0330, -5.7524)
H (-1.6663, 0.0320, -5.0620)
H (-2.2041, -0.0077, -2.6247)
O (-4.9180, -1.5861, 0.9888)
P (-4.1457, -1.5143, -0.4465)
O (-4.8894, -2.3664, -1.3960)
O (-2.6722, -1.6828, -0.2062)
O (-4.4075, 0.0638, -0.8681)
P (-4.0971, 1.5100, -0.1702)
O (-4.4536, 1.1831, 1.4135)
O (-5.0887, 2.4797, -0.6882)
O (-2.6261, 1.7748, -0.1769)
H (-4.5231, -0.9393, 1.5885)
H (-5.4132, 1.1316, 1.4822)